Model w:
# C2H3ClFN

2 unconnected molecules or ions with the total composition C2H3ClFN (ωB97M-V/def2-TZVPD, the OMol25 dataset).

## Properties
* LUMO level (alpha / beta): -1.3 / -1.3 eV
* highest occupied orbital energy (alpha / beta): -9.5 / -9.5 eV
* gap between HOMO and LUMO (alpha / beta): 8.16 / 8.16 eV

Each line ends with the natural charge from an NBO analysis.
Atoms and positions in Å:
C -1.632 -0.171 -0.162  0.009
C 0.673 0.497 0.145  0.509
N -0.522 0.381 -0.048  -0.356
F 1.267 1.676 -0.041  -0.292
Cl 2.898 -1.484 0.379  -0.515
H -1.905 -0.479 -1.136  0.205
H -2.471 0.120 0.604  0.215
H 1.691 -0.541 0.259  0.227

***

Model x:
# C2H3ClFN

2 unconnected molecules or ions with the total composition C2H3ClFN (ωB97M-V/def2-TZVPD, the OMol25 dataset).

## Properties
* LUMO level: -1.0 eV
* highest occupied orbital energy: -9.6 eV
* gap between HOMO and LUMO: 8.56 eV

Each line ends with the natural charge from an NBO analysis.
Atoms and positions in Å:
C -1.209 -0.604 0.397  0.087
C 0.567 0.780 -0.379  0.613
N -0.633 0.443 0.033  -0.435
F 1.123 1.817 0.208  -0.276
Cl 2.260 -1.015 0.045  -0.614
H -2.280 -0.562 0.550  0.193
H -0.670 -1.531 0.568  0.215
H 0.842 0.673 -1.423  0.218

***

model x (26.5 kcal/mol below the next structure)

***

Model w:
# C2H3ClFN

2 unconnected molecules or ions with the total composition C2H3ClFN (ωB97M-V/def2-TZVPD, the OMol25 dataset).

## Properties
* LUMO level: 0.5 eV
* highest occupied orbital energy: -10.5 eV
* gap between HOMO and LUMO: 10.94 eV

Each line ends with the natural charge from an NBO analysis.
Atoms and positions in Å:
C -0.420 -0.117 1.313  -0.037
C 0.223 0.041 -0.919  0.342
N 0.276 -0.597 0.391  -0.438
F -0.840 0.735 -1.219  -0.330
Cl 1.712 0.947 -1.123  -0.032
H -0.188 -0.754 2.159  0.177
H -1.129 0.658 1.530  0.186
H 0.366 -0.913 -2.133  0.132

***

Model x:
# C2H3ClFN

2 unconnected molecules or ions with the total composition C2H3ClFN (ωB97M-V/def2-TZVPD, the OMol25 dataset).

## Properties
* LUMO level (alpha / beta): -0.9 / -0.9 eV
* highest occupied orbital energy (alpha / beta): -9.6 / -9.6 eV
* gap between HOMO and LUMO (alpha / beta): 8.75 / 8.75 eV

Each line ends with the natural charge from an NBO analysis.
Atoms and positions in Å:
C -0.955 0.230 -0.137  -0.017
C 1.194 1.219 -0.035  0.467
N 0.024 0.969 0.003  -0.344
F 1.614 2.499 -0.032  -0.310
Cl 3.242 -1.020 0.383  -0.427
H -1.107 0.068 -1.180  0.203
H -1.288 -0.299 0.624  0.198
H 2.207 -0.053 0.318  0.231

***

model w (9.0 kcal/mol below the next structure)

***

Model w:
# C7H12NO

A molecular structure, C7H12NO (ωB97M-V/def2-TZVPD, the OMol25 dataset).

## Properties
* charge: +1
* LUMO level: -4.0 eV
* highest occupied orbital energy: -14.3 eV
* gap between HOMO and LUMO: 10.27 eV

Each line ends with the natural charge from an NBO analysis.
Atoms and positions in Å:
C 0.583 -1.472 0.183  0.560
C 1.242 -2.474 -0.329  -0.502
C -0.172 -0.659 -2.263  0.082
C -0.934 1.621 0.196  -0.390
C -0.066 1.507 1.515  -0.445
C -1.388 0.340 -0.489  -0.264
C 1.098 0.503 1.552  -0.034
N -0.416 -0.500 -1.049  -0.294
O 0.321 -0.922 1.294  -0.515
H 1.944 -2.985 0.292  0.269
H 1.221 -2.893 -1.308  0.245
H -0.953 -0.146 -2.936  0.209
H 0.536 -1.330 -2.593  0.213
H -1.794 2.208 0.529  0.252
H -0.382 2.222 -0.444  0.215
H 0.357 2.468 1.681  0.243
H -0.701 1.252 2.347  0.234
H -2.095 -0.253 0.087  0.247
H -1.924 0.735 -1.323  0.220
H 1.720 0.404 0.593  0.197
H 1.804 0.374 2.466  0.259

***

Model x:
# C7H12NO

A gas-phase ion, C7H12NO (charge +1) (ωB97M-V/def2-TZVPD, the OMol25 dataset).

## Properties
* charge: +1
* LUMO level (alpha / beta): -5.3 / -5.3 eV
* highest occupied orbital energy (alpha / beta): -11.3 / -11.3 eV
* gap between HOMO and LUMO (alpha / beta): 5.98 / 5.98 eV

Each line ends with the natural charge from an NBO analysis.
Atoms and positions in Å:
C -1.061 -1.271 -0.373  -0.153
C 0.093 -2.043 -0.485  -0.233
C -1.197 -0.106 0.326  -0.399
C 1.288 -1.779 0.333  -0.578
C -2.091 0.876 0.432  0.126
C 1.641 -0.391 0.547  0.526
C 2.079 1.636 -0.390  -0.306
N -3.126 1.173 -0.343  -0.765
O 1.575 0.364 -0.490  -0.358
H -1.941 -1.569 -0.902  0.224
H 0.049 -2.885 -1.077  0.233
H -0.413 0.302 0.940  0.181
H 1.091 -2.207 1.441  0.272
H -2.069 1.483 1.282  0.202
H 1.850 0.091 1.449  0.205
H 3.147 1.748 -0.900  0.241
H 2.265 2.037 0.673  0.209
H 1.374 2.295 -0.929  0.236
H 2.227 -2.340 -0.008  0.326
H -3.341 2.129 -0.494  0.412
H -3.440 0.456 -1.031  0.400

***

model w (14.7 kcal/mol below the next structure)